# 1
Below is a cluster of 4 separate species, CH10N2O3 in total at a distorted geometry, with properties calculated with wB97M-V/def2-TZVPD.

## Properties
LUMO level = 0.842 eV
Highest occupied orbital energy = -9.74 eV
Energy relative to the best compared isomer or geometry (same formula, charge and spin) = 7.73 kcal/mol

```
! RIJCOSX wB97M-V def2-TZVPD def2/J DEFGRID3
* xyz 0 1
O -1.181 -1.524 -1.409
O 1.577 -1.818 -0.979
O 2.488 1.046 0.892
N -2.086 0.273 0.559
N -0.238 1.639 0.332
C -1.270 1.127 1.020
H 0.571 -1.730 -1.139
H 0.542 2.041 0.805
H -1.447 -2.341 -1.093
H -1.356 1.582 2.017
H 0.124 1.117 -0.439
H -2.760 0.048 1.200
H 1.914 -2.277 -1.768
H 3.391 1.210 0.659
H 2.310 0.124 0.548
H -1.536 -0.849 -0.716
*
```



# 2
Below is a structure of composition C6H3O3 at a distorted geometry, with properties calculated with wB97M-V/def2-TZVPD.

## Properties
LUMO level (spin up / spin down) = 3.756 / 3.756 eV
Highest occupied orbital energy (spin up / spin down) = -2.15 / -2.15 eV
Energy relative to the best compared isomer or geometry (same formula, charge and spin) = 107.68 kcal/mol

```
! RIJCOSX wB97M-V def2-TZVPD def2/J DEFGRID3
* xyz -1 1
O -2.859 2.182 -1.390
O 1.873 2.171 1.498
O 0.961 -0.291 -1.088
C 0.367 0.523 -2.161
C 1.869 1.040 1.832
C 0.161 0.211 -0.181
C 0.370 0.027 1.202
C -1.783 1.676 -1.138
C -0.790 0.859 -1.033
H -0.064 -0.016 -3.079
H -0.310 0.462 1.933
H 0.791 -0.861 1.425
*
```



# 3
Below is the molecule CH3PS4 at a distorted geometry, with properties calculated with wB97M-V/def2-TZVPD.

## Properties
LUMO level (spin up / spin down) = -1.517 / -1.759 eV
Highest occupied orbital energy (spin up / spin down) = -8.62 / -7.86 eV
Energy relative to the best compared isomer or geometry (same formula, charge and spin) = 64.22 kcal/mol

```
! RIJCOSX wB97M-V def2-TZVPD def2/J DEFGRID3
* xyz 0 1
S -0.146 0.587 3.489
S 2.065 2.700 -0.289
S 0.171 2.020 0.055
S -1.132 -1.046 3.711
P 0.450 0.283 1.270
C -0.686 -0.800 0.665
H 2.483 1.773 -1.418
H -0.983 -1.733 1.084
H -0.766 -0.868 -0.517
*
```